Here is 11 unconnected molecules or ions with the total composition C34H96F6N8O10P from OMol25. Energies are from ωB97M-V/def2-TZVPD.

Last columns: bonded neighbours and bond lengths (Å).
Element x y z (Å)
1 P 0.3833 -0.0514 -0.1122  F2 1.640, F3 1.622, F4 1.611, F5 1.617, F6 1.614, F7 1.623
2 F 0.1127 -1.6624 0.0351  P1 1.640
3 F 1.1284 -0.3525 -1.5215  P1 1.622
4 F -1.0614 0.0755 -0.8141  P1 1.611
5 F 0.5954 1.5419 -0.2885  P1 1.617
6 F -0.2438 0.0672 1.3701  P1 1.614
7 F 1.8361 -0.1816 0.5998  P1 1.623
8 O -1.6632 -0.4282 -5.9787  C30 1.411, C35 1.428
9 O -5.9478 4.4875 -4.4752  C52 1.400, C54 1.415
10 O 5.6658 0.0239 3.5681  C27 1.378, C45 1.410
11 O -2.1565 -2.8760 3.4874  C33 1.409, C42 1.392
12 O -3.8638 -4.7172 -1.1964  C53 1.402, C55 1.398
13 O -2.6045 1.9736 3.0061  C59 1.414, H151 0.961
14 O 3.3007 -1.8481 2.4644  C28 1.405, H148 0.964
15 O 1.4622 4.7254 1.2925  C31 1.396, C41 1.395
16 O -1.8003 -6.7255 0.4912  C32 1.401, C50 1.372
17 O 4.9256 2.1911 -2.3450  C37 1.409, C48 1.401
18 N -1.1574 -2.0813 -2.7471  C56 1.473, H69 1.021, H86 1.017
19 N -0.2646 -4.3240 0.9974  C44 1.494, H75 1.023, H144 1.026
20 N 2.9361 5.9492 3.3297  C39 1.479, H78 1.019, H133 1.019
21 N -2.3533 3.6448 -4.5502  C49 1.480, H124 1.015, H136 1.012
22 N 4.4288 0.9209 1.1717  C51 1.451, H105 1.012, H153 1.014
23 N -2.3879 -5.4806 4.3514  C26 1.502, H61 1.026, H137 1.032
24 N 7.6740 2.2585 -2.2306  C58 1.474, H85 1.023, H108 1.025
25 N -2.9520 -2.4594 0.0235  C47 1.522, H82 1.020, H106 1.023
26 C -2.9616 -4.3601 5.1701  N23 1.502, C42 1.525, C43 1.548, H139 1.097
27 C 5.6972 -0.5288 4.8301  O10 1.378, H64 1.105, H83 1.095, H131 1.100
28 C 2.9001 -2.5705 3.6006  O14 1.405, H76 1.091, H121 1.103, H143 1.099
29 C -1.1121 -2.8982 -5.0420  C56 1.517, H72 1.088, H80 1.099, H119 1.087
30 C -2.0879 0.7420 -6.6424  O8 1.411, H100 1.099, H103 1.085, H140 1.096
31 C 0.7962 5.5223 2.2255  O15 1.396, C39 1.528, H96 1.093, H117 1.106
32 C -0.5636 -6.4877 -0.1225  O16 1.401, C44 1.505, H92 1.113, H150 1.105
33 C -1.8139 -1.5512 3.1527  O11 1.409, H74 1.100, H81 1.109, H97 1.075
34 C 0.8812 6.1884 4.6821  C39 1.544, H66 1.088, H109 1.088, H141 1.098
35 C -2.0538 -0.6577 -4.6243  O8 1.428, C56 1.501, H88 1.100, H128 1.096
36 C -4.3700 -1.0012 -1.4108  C47 1.531, H70 1.098, H125 1.091, H130 1.100
37 C 3.5355 2.2140 -2.1156  O17 1.409, H62 1.099, H67 1.096, H111 1.099
38 C 4.5388 3.2532 2.0000  C51 1.561, H99 1.089, H114 1.088, H116 1.097
39 C 1.5722 5.4166 3.5370  N20 1.479, C31 1.528, C34 1.544, H84 1.091
40 C 7.6069 4.5207 -1.2431  C58 1.533, H95 1.088, H126 1.092, H152 1.100
41 C 0.8012 4.6398 0.0672  O15 1.395, H89 1.105, H135 1.097, H149 1.083
42 C -2.2778 -3.0314 4.8654  O11 1.392, C26 1.525, H71 1.099, H104 1.109
43 C -2.9751 -4.6432 6.6915  C26 1.548, H87 1.086, H102 1.095, H145 1.103
44 C -0.3078 -5.0181 -0.3246  N19 1.494, C32 1.505, C57 1.531, H134 1.095
45 C 5.0710 1.3007 3.5075  O10 1.410, C51 1.502, H60 1.103, H122 1.096
46 C -3.7554 3.7436 -2.4923  C49 1.534, H90 1.081, H113 1.094, H146 1.098
47 C -4.2661 -2.3727 -0.7388  N25 1.522, C36 1.531, C53 1.529, H107 1.095
48 C 5.5253 3.4123 -2.0085  O17 1.401, C58 1.509, H73 1.110, H77 1.094
49 C -3.7328 3.5820 -4.0179  N21 1.480, C46 1.534, C54 1.501, H142 1.091
50 C -2.0514 -8.0708 0.5887  O16 1.372, H98 1.103, H147 1.090, H154 1.109
51 C 5.1172 1.8058 2.0935  N22 1.451, C38 1.561, C45 1.502, H138 1.093
52 C -6.4665 3.4336 -5.2363  O9 1.400, H65 1.096, H115 1.100, H132 1.091
53 C -4.1648 -3.4817 -1.7869  O12 1.402, C47 1.529, H120 1.110, H129 1.100
54 C -4.5560 4.6594 -4.6620  O9 1.415, C49 1.501, H94 1.099, H123 1.094
55 C -4.1763 -5.8097 -2.0109  O12 1.398, H68 1.105, H91 1.102, H112 1.089
56 C -1.0471 -1.6686 -4.1568  N18 1.473, C29 1.517, C35 1.501, H118 1.103
57 C 0.9895 -4.8051 -1.1095  C44 1.531, H79 1.093, H101 1.089, H155 1.101
58 C 6.8826 3.1773 -1.3924  N24 1.474, C40 1.533, C48 1.509, H110 1.092
59 C -1.6095 2.5156 2.1602  O13 1.414, H63 1.089, H93 1.080, H127 1.095
60 H 5.7076 1.9735 4.1067  C45 1.103
61 H -2.7304 -6.3378 4.7995  N23 1.026
62 H 3.0609 1.3686 -2.6334  C37 1.099
63 H -0.5844 2.1836 2.3175  C59 1.089
64 H 5.9330 0.2098 5.6179  C27 1.105
65 H -6.1604 3.4717 -6.2882  C52 1.096
66 H 1.2728 7.1978 4.7919  C34 1.088
67 H 3.2006 2.0242 -1.0895  C37 1.096
68 H -5.2659 -5.8875 -2.1736  C55 1.105
69 H -0.6267 -1.3883 -2.2174  N18 1.021
70 H -4.2305 -0.1957 -0.6775  C36 1.098
71 H -2.8957 -2.2316 5.2973  C42 1.099
72 H -0.7830 -2.6879 -6.0572  C29 1.088
73 H 5.7152 4.0294 -2.9113  C48 1.110
74 H -2.5302 -0.8292 3.5707  C33 1.100
75 H 0.0443 -3.3637 0.8264  N19 1.023
76 H 3.6987 -2.7123 4.3301  C28 1.091
77 H 4.9008 4.0840 -1.4116  C48 1.094
78 H 2.8921 6.8632 2.8810  N20 1.019
79 H 1.0952 -3.7432 -1.3451  C57 1.093
80 H -2.1697 -3.1726 -5.1558  C29 1.099
81 H -0.8287 -1.2636 3.5725  C33 1.109
82 H -2.8802 -1.4558 0.1935  N25 1.020
83 H 6.4856 -1.2852 4.8951  C27 1.095
84 H 1.6458 4.3694 3.8346  C39 1.091
85 H 8.5886 2.1641 -1.7817  N24 1.023
86 H -0.6216 -2.9334 -2.6023  N18 1.017
87 H -2.2721 -5.3840 7.0605  C43 1.086
88 H -3.0298 -1.1652 -4.6091  C35 1.100
89 H 0.7409 5.6365 -0.4052  C41 1.105
90 H -3.0835 3.0373 -2.0249  C46 1.081
91 H -3.6843 -5.7537 -2.9954  C55 1.102
92 H -0.5494 -6.9498 -1.1354  C32 1.113
93 H -1.9158 2.1797 1.1804  C59 1.080
94 H -4.3813 4.7164 -5.7456  C54 1.099
95 H 8.5326 4.3945 -0.6851  C40 1.088
96 H -0.2600 5.2484 2.2912  C31 1.093
97 H -1.6952 -1.4597 2.0877  C33 1.075
98 H -1.3501 -8.6597 1.2029  C50 1.103
99 H 3.7563 3.5045 2.7141  C38 1.089
100 H -3.1716 0.8193 -6.8065  C30 1.099
101 H 1.8571 -5.1329 -0.5388  C57 1.089
102 H -3.9922 -4.8824 7.0182  C43 1.095
103 H -1.5338 0.7064 -7.5741  C30 1.085
104 H -1.2501 -3.0495 5.2808  C42 1.109
105 H 4.5103 1.2083 0.2047  N22 1.012
106 H -2.2804 -2.6107 -0.7333  N25 1.023
107 H -5.1532 -2.4647 -0.1042  C47 1.095
108 H 7.9656 2.7515 -3.0810  N24 1.025
109 H 0.9716 5.6206 5.6062  C34 1.088
110 H 6.8287 2.7333 -0.3961  C58 1.092
111 H 2.9798 3.0511 -2.5612  C37 1.099
112 H -3.8596 -6.7260 -1.5141  C55 1.089
113 H -3.5320 4.7851 -2.2446  C46 1.094
114 H 4.1261 3.3686 1.0001  C38 1.088
115 H -6.1818 2.4531 -4.8257  C52 1.100
116 H 5.3786 3.9385 2.1708  C38 1.097
117 H 0.9034 6.5917 1.9655  C31 1.106
118 H -0.0507 -1.2219 -4.3118  C56 1.103
119 H -0.5548 -3.7055 -4.5743  C29 1.087
120 H -5.1105 -3.5328 -2.3660  C53 1.110
121 H 2.6295 -3.5926 3.2862  C28 1.103
122 H 4.0719 1.2501 3.9553  C45 1.096
123 H -4.2784 5.6379 -4.2595  C54 1.094
124 H -1.9407 4.5259 -4.2619  N21 1.015
125 H -3.5879 -0.8272 -2.1518  C36 1.091
126 H 7.7259 4.9668 -2.2322  C40 1.092
127 H -1.6358 3.6105 2.1874  C59 1.095
128 H -2.0348 0.2832 -4.0624  C35 1.096
129 H -3.3948 -3.1627 -2.5046  C53 1.100
130 H -5.3685 -0.8322 -1.8400  C36 1.100
131 H 4.7936 -1.0594 5.1654  C27 1.100
132 H -7.5555 3.4194 -5.1709  C52 1.091
133 H 3.2839 5.3364 2.5935  N20 1.019
134 H -1.1693 -4.5446 -0.8059  C44 1.095
135 H -0.2428 4.3255 0.1886  C41 1.097
136 H -1.8094 2.8790 -4.1743  N21 1.012
137 H -1.4069 -5.5245 4.6683  N23 1.032
138 H 6.1419 1.8928 1.7223  C51 1.093
139 H -3.9891 -4.2047 4.8189  C26 1.097
140 H -1.8235 1.6202 -6.0430  C30 1.096
141 H -0.1980 6.2990 4.5126  C34 1.098
142 H -4.1753 2.6128 -4.2519  C49 1.091
143 H 2.0612 -2.1374 4.1625  C28 1.099
144 H 0.5210 -4.7289 1.5180  N19 1.026
145 H -2.7991 -3.6936 7.2237  C43 1.103
146 H -4.7802 3.5887 -2.1299  C46 1.098
147 H -3.0560 -8.2291 0.9810  C50 1.090
148 H 2.5469 -1.7303 1.8757  O14 0.964
149 H 1.3137 3.9586 -0.6009  C41 1.083
150 H 0.2460 -7.0246 0.4036  C32 1.105
151 H -2.5996 2.4512 3.8395  O13 0.961
152 H 7.0094 5.2381 -0.6623  C40 1.100
153 H 3.4314 0.8920 1.3542  N22 1.014
154 H -2.0206 -8.5494 -0.4114  C50 1.109
155 H 0.9395 -5.2870 -2.0979  C57 1.101

Properties
- LUMO level: 2.265 eV
- Charge: -1